# 1
Density functional theory data (the ωB97M-V functional and the def2-TZVPD basis) for a structure of composition C25H26N6O2SV.

Output
**Electronic energy**: -75906.9791 eV
**Multiplicity**: 4
**Charge**: 0
**Orbital gap (alpha / beta)**: 7.672 / 7.767 eV

Each line ends with the Löwdin spin population.
Atoms and positions in Å:
V (-0.6181, 0.5250, -0.3839)  2.778
C (1.5950, -2.5590, -2.9556)  0.000
C (1.8898, -2.1814, -1.5019)  0.004
C (2.8436, -1.0212, -1.3848)  0.000
C (4.1883, -1.2608, -1.1371)  0.000
C (5.0978, -0.2181, -1.0531)  -0.001
C (4.6557, 1.0827, -1.2010)  0.000
C (3.3153, 1.3680, -1.4487)  -0.001
C (2.8866, 2.8137, -1.5395)  0.000
C (3.2662, 3.4779, -2.8642)  0.000
C (2.4156, 0.3018, -1.5613)  0.003
N (1.0304, 0.5712, -1.7742)  0.006
C (0.6623, 1.0517, -2.9252)  0.027
C (-0.6674, 1.4825, -3.1186)  0.010
C (-1.3360, 2.0192, -4.2241)  0.019
C (-2.6254, 2.3140, -3.7865)  0.007
C (-2.6806, 1.9414, -2.4360)  0.022
N (-1.5115, 1.4345, -2.0292)  0.007
H (0.9755, -3.4563, -3.0147)  0.000
H (2.5222, -2.7649, -3.4925)  0.000
H (1.0783, -1.7523, -3.4770)  0.000
H (2.3310, -3.0390, -0.9903)  0.000
H (0.9612, -1.9469, -0.9760)  0.004
H (4.5229, -2.2836, -1.0066)  0.000
H (6.1424, -0.4205, -0.8554)  0.000
H (5.3548, 1.9059, -1.1038)  0.000
H (3.3704, 3.3578, -0.7250)  0.000
H (1.8121, 2.9023, -1.3761)  0.000
H (4.3397, 3.3982, -3.0430)  0.000
H (3.0000, 4.5354, -2.8578)  0.000
H (2.7577, 3.0110, -3.7081)  0.000
H (1.3803, 1.1304, -3.7412)  0.000
H (-0.9207, 2.1791, -5.2072)  0.001
H (-3.4268, 2.7514, -4.3594)  0.000
H (-3.5139, 2.0227, -1.7533)  0.001
N (-2.7610, -0.6730, 7.6155)  0.000
C (-2.3917, -0.3866, 6.3139)  0.000
C (-2.7034, 0.8549, 5.7480)  0.000
C (-2.2979, 1.1612, 4.4665)  0.001
C (-1.5702, 0.2300, 3.7358)  0.001
C (-1.2479, -1.0043, 4.2824)  0.000
C (-1.6549, -1.3094, 5.5663)  0.000
S (-1.1335, 0.5963, 2.0891)  0.014
O (-0.8852, 2.0139, 1.9498)  0.024
O (0.0143, -0.2583, 1.7140)  0.023
N (-2.3055, 0.2526, 1.0802)  0.006
C (-2.4618, -1.0529, 0.6432)  0.014
N (-3.3192, -1.8930, 1.2055)  -0.001
C (-3.4590, -3.0719, 0.6057)  0.012
C (-2.7752, -3.4270, -0.5469)  0.000
C (-1.8804, -2.4993, -1.0450)  0.011
N (-1.7139, -1.3263, -0.4467)  0.005
H (-3.5204, -0.1340, 7.9958)  0.000
H (-2.7892, -1.6453, 7.8712)  0.000
H (-3.2623, 1.5803, 6.3266)  0.000
H (-2.5328, 2.1212, 4.0267)  0.000
H (-0.6712, -1.7133, 3.7038)  0.000
H (-1.3971, -2.2665, 6.0031)  0.000
H (-4.1620, -3.7581, 1.0653)  0.001
H (-2.9268, -4.3812, -1.0280)  0.000
H (-1.2860, -2.6835, -1.9298)  0.001

Forces on atoms 1 to 2 (eV/Å):
V -0.01 -0.16 -0.41
C -0.01 0.00 0.03

***

# 2
Density functional theory data (the ωB97M-V functional and the def2-TZVPD basis) for a structure of composition C5H8N2 at a distorted geometry.

Output
**Electronic energy**: -8292.8293 eV
**Charge**: 0
**Orbital gap**: 10.081 eV

Each line ends with the Löwdin charge.
Atoms and positions in Å:
C (1.2688, -0.8740, 0.5368)  -0.106
C (1.6184, 0.5557, 0.0802)  -0.168
C (-0.7703, 1.1676, 0.0863)  -0.241
C (-1.2775, -0.9671, -0.0826)  -0.183
C (0.1834, -0.7153, -0.5073)  -0.330
H (1.9346, -1.6734, 0.2632)  0.098
H (0.7262, -0.8541, 1.5472)  0.141
H (1.7194, 1.2304, 0.9473)  0.109
H (2.5311, 0.6916, -0.6167)  0.139
H (-0.9262, 2.2436, 0.3230)  0.132
H (-1.9183, -1.2492, -1.0246)  0.138
H (-1.4112, -1.7697, 0.6826)  0.115
H (0.4604, -1.3812, -1.3397)  0.140
N (0.3459, 0.7650, -0.6221)  -0.031
N (-1.6677, 0.3437, 0.4131)  0.048

Forces on atoms 1 to 2 (eV/Å):
C -1.50 1.18 0.48
C 2.41 1.69 1.03

***

# 3
Density functional theory data (the ωB97M-V functional and the def2-TZVPD basis) for an isolated molecule of C5H9NO at a distorted geometry.

Output
**Electronic energy**: -8864.0736 eV
**Charge**: 0
**Orbital gap**: 8.498 eV

Each line ends with the Löwdin charge.
Atoms and positions in Å:
C (1.1447, 1.0501, 1.6430)  -0.052
C (0.0020, 0.8586, 0.6398)  -0.332
C (0.3341, -0.2427, -0.3705)  -0.195
C (-0.3441, -1.8531, -2.2333)  0.011
O (-0.7666, -0.4532, -1.2664)  -0.173
C (-1.2556, 0.5102, 1.3230)  -0.193
N (-2.2542, 0.1856, 1.8075)  0.171
H (2.0630, 1.3224, 1.1140)  0.088
H (1.3268, 0.1290, 2.2052)  0.093
H (0.9068, 1.8460, 2.3531)  0.088
H (-0.1780, 1.7918, 0.0931)  0.153
H (1.1697, 0.0634, -1.0027)  0.141
H (0.5873, -1.1953, 0.1054)  0.131
H (-1.3693, -1.9697, -2.6435)  -0.029
H (0.1457, -1.2499, -3.0255)  -0.028
H (-1.5123, -0.7931, -0.7422)  0.124

Forces on atoms 1 to 2 (eV/Å):
C 0.08 0.01 0.05
C -0.01 0.02 -0.01

***

# 4
Density functional theory data (the ωB97M-V functional and the def2-TZVPD basis) for a structure of composition C50H64AsBiBrGeN6O5Si2 at a distorted geometry.

Output
**Electronic energy**: -281064.6375 eV
**Charge**: -1
**Orbital gap**: 7.798 eV

Each line ends with the Löwdin charge.
Atoms and positions in Å:
Bi (0.6670, 0.1299, -0.2697)  1.558
N (0.4188, -2.3407, 0.0945)  -0.103
C (-0.4335, -3.2682, -0.6638)  -0.225
C (-0.6161, -2.8754, -2.1412)  -0.238
N (-1.1381, -1.5294, -2.2824)  -0.094
C (-2.5728, -1.4123, -2.5124)  -0.219
C (-3.4878, -1.5382, -1.2831)  -0.286
N (-3.3649, -0.5304, -0.2490)  0.031
H (-0.0349, -2.0682, 0.9938)  0.003
H (1.3255, -2.7433, 0.2934)  0.060
H (-0.0083, -4.2749, -0.6318)  0.114
H (-1.4204, -3.3103, -0.1997)  0.097
H (0.3595, -2.9421, -2.6268)  0.086
H (-1.2892, -3.6004, -2.6207)  0.114
H (-0.6581, -1.0148, -3.0069)  0.029
H (-2.7464, -0.4225, -2.9427)  0.114
H (-2.9111, -2.1555, -3.2536)  0.107
H (-4.5102, -1.4902, -1.6790)  0.101
H (-3.3847, -2.5260, -0.8261)  0.093
H (-3.2218, 0.3933, -0.6442)  0.054
H (-2.6098, -0.7006, 0.4109)  0.037
O (-0.6527, 2.2834, 1.5339)  -0.118
C (0.1002, 3.4290, 1.7661)  -0.222
C (1.3140, 3.5813, 0.8783)  -0.239
C (2.1448, 4.6851, 1.0621)  -0.019
C (3.1816, 4.9087, 0.1787)  -0.058
C (3.3339, 4.0459, -0.8975)  -0.069
C (2.4873, 2.9578, -0.9904)  -0.158
N (1.5267, 2.7004, -0.0976)  0.051
H (-0.9854, 2.3192, 0.6125)  0.013
H (0.4240, 3.4144, 2.8112)  0.126
H (-0.5042, 4.3381, 1.6317)  0.134
H (1.9566, 5.3608, 1.8872)  0.117
H (3.8480, 5.7511, 0.3132)  0.107
H (4.1089, 4.2016, -1.6357)  0.104
H (2.5607, 2.2559, -1.8128)  0.050
N (5.4271, -0.7129, 5.7023)  0.140
C (4.6995, -0.6474, 4.8133)  -0.194
C (3.8100, -0.5475, 3.7000)  -0.242
C (4.0149, -1.3275, 2.5639)  -0.049
C (3.1848, -1.1682, 1.4652)  -0.196
C (2.1364, -0.2486, 1.4576)  -0.368
C (1.9109, 0.4698, 2.6341)  -0.116
C (2.7349, 0.3433, 3.7383)  -0.016
H (4.8343, -2.0355, 2.5423)  0.118
H (3.3764, -1.7813, 0.5878)  0.049
H (1.0408, 1.1091, 2.6964)  0.080
H (2.5538, 0.9229, 4.6346)  0.119
Br (-1.0149, 5.5167, -6.6497)  0.700
C (-1.7722, 4.7607, -5.0749)  -0.663
C (-3.0402, 5.1500, -4.6777)  -0.206
N (-3.6243, 4.6433, -3.5971)  0.067
C (-2.9443, 3.7619, -2.8701)  -0.081
C (-1.6564, 3.3352, -3.1838)  -0.097
C (-1.0626, 3.8381, -4.3304)  -0.052
C (-0.9049, 2.3956, -2.2464)  -0.638
O (0.0508, 1.7468, -2.7234)  -0.131
O (-1.3297, 2.3722, -1.0653)  -0.098
H (-3.6041, 5.8843, -5.2412)  0.097
H (-3.4376, 3.3716, -1.9887)  0.117
H (-0.0721, 3.5101, -4.6176)  0.099
O (-1.8510, -1.4444, 4.1135)  -0.008
C (-0.9510, -1.6338, 3.2846)  -0.693
O (-0.8442, -1.0812, 2.1434)  -0.141
C (0.0953, -2.7028, 3.6545)  -0.175
C (-0.5184, -4.1006, 3.4336)  -0.230
Ge (-2.2114, -4.4549, 4.4566)  1.063
C (-4.0008, -3.9719, 3.7883)  -0.276
C (-4.2139, -3.1893, 2.6591)  -0.087
C (-5.4960, -2.8296, 2.2698)  -0.077
C (-6.5907, -3.2708, 3.0002)  -0.098
C (-6.3960, -4.0616, 4.1237)  -0.098
C (-5.1093, -4.4005, 4.5177)  -0.144
C (-2.2484, -6.4655, 4.3720)  -0.245
C (-3.3394, -7.1570, 3.8452)  -0.109
C (-3.3389, -8.5421, 3.7428)  -0.099
C (-2.2349, -9.2709, 4.1596)  -0.112
C (-1.1339, -8.6034, 4.6764)  -0.103
C (-1.1467, -7.2197, 4.7780)  -0.122
C (-1.9754, -3.9189, 6.3383)  -0.255
C (-2.8752, -3.0236, 6.9127)  -0.102
C (-2.6519, -2.5108, 8.1806)  -0.089
C (-1.5197, -2.8832, 8.8935)  -0.105
C (-0.6165, -3.7734, 8.3337)  -0.099
C (-0.8459, -4.2858, 7.0632)  -0.112
H (0.3487, -2.5711, 4.7079)  0.104
H (0.9994, -2.5648, 3.0563)  0.086
H (0.1850, -4.8826, 3.7293)  0.054
H (-0.7249, -4.2456, 2.3679)  0.059
H (-3.3703, -2.8148, 2.0941)  0.089
H (-5.6193, -2.1838, 1.4097)  0.097
H (-7.5943, -2.9898, 2.7036)  0.095
H (-7.2475, -4.4092, 4.6976)  0.096
H (-4.9597, -5.0041, 5.4082)  0.106
H (-4.2040, -6.6005, 3.5049)  0.083
H (-4.2019, -9.0535, 3.3324)  0.096
H (-2.2305, -10.3512, 4.0787)  0.093
H (-0.2629, -9.1637, 4.9964)  0.096
H (-0.2745, -6.7157, 5.1826)  0.080
H (-3.7307, -2.6983, 6.3339)  0.097
H (-3.3504, -1.7995, 8.6052)  0.098
H (-1.3358, -2.4701, 9.8780)  0.094
H (0.2754, -4.0562, 8.8806)  0.096
H (-0.1223, -4.9681, 6.6286)  0.087
C (0.5649, -0.5400, -5.0172)  -0.220
Si (2.2363, -0.1130, -4.2122)  0.265
C (2.5533, 1.6424, -4.8539)  -0.202
C (3.4444, -1.3299, -5.0519)  -0.249
As (2.5390, -0.7198, -1.9347)  0.656
Si (4.7602, 0.0895, -1.6546)  0.265
C (5.4805, 1.1894, -3.0332)  -0.222
C (5.2697, 1.0066, -0.0728)  -0.190
C (5.8226, -1.4890, -1.6868)  -0.242
H (0.6515, -0.4010, -6.0972)  0.033
H (-0.2196, 0.1349, -4.6659)  0.012
H (0.2453, -1.5703, -4.8444)  0.020
H (2.4005, 1.6910, -5.9338)  0.034
H (3.5549, 2.0105, -4.6358)  -0.006
H (1.8336, 2.3120, -4.3770)  -0.003
H (3.3444, -1.3487, -6.1388)  0.024
H (3.2489, -2.3340, -4.6683)  0.017
H (4.4833, -1.0945, -4.8067)  -0.003
H (4.9678, 2.1527, -3.0820)  0.004
H (5.3874, 0.7112, -4.0097)  0.006
H (6.5386, 1.3841, -2.8487)  0.032
H (4.8829, 2.0238, -0.0521)  0.005
H (6.3603, 1.0626, -0.0271)  0.035
H (4.9264, 0.5079, 0.8301)  0.000
H (5.6358, -2.0585, -2.6001)  0.013
H (5.5790, -2.1371, -0.8415)  0.014
H (6.8883, -1.2537, -1.6362)  0.025

Forces on atoms 1 to 2 (eV/Å):
Bi -0.76 -0.04 0.42
N -0.27 0.11 0.05

***

# 5
Density functional theory data (the ωB97M-V functional and the def2-TZVPD basis) for an isolated molecule of C4H7NO2 at a distorted geometry.

Output
**Electronic energy**: -9843.6252 eV
**SMILES string**: O=C[C@@H]1NC[C@@H]1O
**Charge**: 0
**Orbital gap**: 9.588 eV

Each line ends with the Löwdin charge.
Atoms and positions in Å:
O (-0.7799, -1.2937, 1.1367)  -0.026
C (-0.7281, -0.6918, -0.1450)  -0.293
C (-1.1619, 0.7957, -0.1687)  -0.137
N (0.1509, 1.2684, -0.6161)  -0.030
C (0.6636, -0.1479, -0.5536)  -0.222
C (1.8584, -0.3202, 0.3325)  -0.191
O (2.5306, 0.6479, 0.6226)  0.047
H (-1.6235, -1.7632, 1.2165)  0.101
H (-1.2020, -1.3576, -0.8775)  0.142
H (-1.3690, 1.1416, 0.8395)  0.117
H (-1.9720, 1.0520, -0.8606)  0.109
H (0.7342, 1.8683, -0.0494)  0.094
H (0.7857, 0.1229, -1.6094)  0.159
H (2.1129, -1.3223, 0.7326)  0.131

Forces on atoms 1 to 2 (eV/Å):
O 0.09 -0.11 -0.09
C -0.07 0.36 -0.45

***

# 6
Density functional theory data (the ωB97M-V functional and the def2-TZVPD basis) for a structure of composition C24H27BF2N4OPbS2 at a distorted geometry.

Output
**Electronic energy**: -66353.2016 eV
**Charge**: +2
**Orbital gap**: 7.271 eV

Each line ends with the Löwdin charge.
Atoms and positions in Å:
Pb (-1.9020, -1.1795, 0.1207)  1.133
C (-3.3675, -7.3840, 0.6541)  -0.075
C (-1.9758, -6.7731, 0.6169)  -0.222
N (-1.9029, -5.5024, 1.3409)  -0.012
C (-2.2274, -4.3260, 0.8061)  -0.781
S (-2.1295, -2.9539, 1.9337)  0.495
N (-2.5920, -4.2789, -0.4488)  0.009
N (-2.9013, -3.0332, -0.9030)  -0.156
C (-3.7541, -2.9176, -1.8585)  -0.246
C (-4.3854, -4.0843, -2.5398)  0.005
C (-4.1570, -1.5399, -2.2227)  -0.229
C (-4.8806, -1.2722, -3.3750)  0.019
C (-5.2897, 0.0285, -3.6281)  -0.009
C (-4.9632, 1.0278, -2.7275)  -0.023
C (-4.2185, 0.6876, -1.6119)  -0.124
N (-3.8309, -0.5617, -1.3599)  -0.062
H (-3.3709, -8.3373, 0.1267)  0.082
H (-4.0919, -6.7245, 0.1761)  0.063
H (-3.6893, -7.5642, 1.6798)  0.079
H (-1.6603, -6.5862, -0.4076)  0.110
H (-1.2445, -7.4383, 1.0736)  0.121
H (-1.7001, -5.5190, 2.3265)  0.124
H (-4.2305, -4.9858, -1.9576)  0.072
H (-3.9285, -4.2315, -3.5223)  0.110
H (-5.4513, -3.9154, -2.6862)  0.098
H (-5.1217, -2.0670, -4.0653)  0.123
H (-5.8607, 0.2550, -4.5183)  0.128
H (-5.2783, 2.0500, -2.8786)  0.121
H (-3.9324, 1.4389, -0.8854)  0.116
F (1.6702, -0.9182, 1.1588)  0.212
B (1.8370, -0.4553, 2.4006)  -0.617
F (1.4814, -1.2534, 3.3822)  0.279
O (0.5541, 1.8749, 1.1119)  -0.328
S (1.5252, 2.4077, -0.0254)  1.181
C (3.1161, 1.5672, 0.3569)  -0.200
C (3.3528, 1.5865, 1.8378)  -0.222
C (2.4221, 0.9638, 2.7105)  -0.119
C (2.5302, 1.2483, 4.0844)  0.013
C (3.5221, 2.0730, 4.5854)  -0.015
C (4.4572, 2.6145, 3.7174)  -0.006
C (4.3546, 2.3967, 2.3486)  -0.014
C (1.8855, 4.1169, 0.4277)  -0.252
C (2.9221, 4.6446, -0.5261)  -0.311
C (4.1343, 5.1200, -0.0360)  -0.048
C (5.1003, 5.5924, -0.9117)  -0.047
C (4.8634, 5.5810, -2.2795)  -0.048
C (3.6529, 5.1140, -2.7723)  -0.049
C (2.6803, 4.6514, -1.8987)  -0.054
H (3.8659, 2.1216, -0.2075)  0.114
H (2.9940, 0.5715, -0.0653)  0.106
H (1.0994, 1.6491, 1.9187)  0.035
H (1.8270, 0.7855, 4.7652)  0.134
H (3.5873, 2.2698, 5.6464)  0.126
H (5.2630, 3.2249, 4.1036)  0.128
H (5.0634, 2.8587, 1.6726)  0.123
H (2.2067, 4.1396, 1.4698)  0.110
H (0.9213, 4.6228, 0.3459)  0.118
H (4.3088, 5.1553, 1.0330)  0.114
H (6.0336, 5.9796, -0.5260)  0.118
H (5.6177, 5.9494, -2.9613)  0.118
H (3.4608, 5.1218, -3.8364)  0.117
H (1.7270, 4.3125, -2.2901)  0.114

Forces on atoms 1 to 2 (eV/Å):
Pb 0.02 -0.05 -0.10
C 0.00 0.01 0.00